Below is an isolated molecule of C5H7N at a distorted geometry, with properties calculated with the ωB97M-V functional and the def2-TZVPD basis.

Geometry (Å):
C  -1.582  -0.952  -0.656
H  -0.195  1.499  -0.447
N  0.918  -1.301  -0.204
C  0.001  0.897  0.391
C  1.891  -0.413  -0.307
H  2.100  1.720  0.221
H  -2.324  -0.080  -0.709
C  -0.323  -0.525  -0.034
C  1.513  0.801  0.471
H  -1.964  -1.788  0.100
H  -1.309  -1.466  -1.549
H  -0.610  1.145  1.238
H  1.882  0.464  1.486

Calculated values
**Expectation value of S²**: 2.037
**Max |F|**: 4.8 eV Å⁻¹
**Gap between HOMO and LUMO (alpha / beta)**: 0.292 / 0.348 Ha
**Energy above the lowest of the compared OMol25 structures with the same formula, charge and spin**: 10.6 kJ/mol
**Spin multiplicity**: 3
**E**: -6783.4854 eV